1.
{
  "formula": "C5H11NO5S",
  "method": "ωB97M-V with the def2-TZVPD basis set",
  "lumo_energy_ev": [-0.65, -0.68],
  "homo_lumo_gap_ev": [6.739, 6.689],
  "e_above_lowest_kcal_mol": 34.8,
  "e_homo_ev": [-7.390, -7.365],
  "total_charge": 0,
  "max_force_ev_per_a": 2.2,
  "elements": ["C", "C", "C", "C", "C", "N", "O", "O", "O", "O", "O", "S", "H", "H", "H", "H", "H", "H", "H", "H", "H", "H", "H"],
  "xyz": [[1.561, 1.708, 0.989], [1.451, -0.987, -2.098], [0.133, -0.636, -1.401], [-2.185, 0.509, 1.258], [0.353, -0.049, -0.037], [-1.863, 0.555, 2.537], [2.506, -1.027, 1.186], [1.199, 1.505, 2.131], [0.404, -0.976, 2.478], [0.646, -2.576, 0.676], [1.182, 1.096, -0.090], [1.100, -1.270, 1.037], [2.259, 2.519, 0.730], [1.260, -1.460, -3.058], [2.017, -1.671, -1.472], [2.036, -0.084, -2.259], [-0.453, -1.543, -1.255], [-0.440, 0.062, -2.018], [-2.335, 1.419, 0.707], [-2.411, -0.437, 0.803], [0.781, -0.120, 2.759], [-1.530, -0.298, 2.973], [-1.533, 1.421, 2.938]]
}

---

2.
{
  "formula": "C5H11NOPS",
  "method": "ωB97M-V with the def2-TZVPD basis set",
  "lumo_energy_ev": [-5.55, -5.55],
  "homo_lumo_gap_ev": [5.933, 5.928],
  "e_above_lowest_kcal_mol": 115.4,
  "e_homo_ev": [-11.480, -11.477],
  "total_charge": 1,
  "max_force_ev_per_a": 3.1,
  "elements": ["C", "C", "C", "C", "C", "N", "O", "P", "S", "H", "H", "H", "H", "H", "H", "H", "H", "H", "H", "H"],
  "xyz": [[-0.508, -0.626, 1.098], [0.778, 1.282, 1.492], [-0.913, 0.539, -1.039], [-1.561, -1.829, -0.661], [0.809, -1.128, -0.856], [-0.506, -0.702, -0.324], [1.504, 4.223, 2.059], [2.778, 3.549, 2.237], [2.356, 1.367, 1.754], [-0.073, -1.554, 1.541], [-0.013, 2.087, 1.442], [-0.791, 0.347, -2.123], [-1.990, 0.830, -0.746], [-0.207, 1.359, -0.926], [-1.463, -1.749, -1.744], [-1.102, -2.665, -0.127], [-2.585, -1.575, -0.179], [1.007, -2.227, -0.704], [0.885, -0.947, -1.901], [1.595, -0.581, -0.294]]
}

---

3.
{
  "formula": "C5H11NOS",
  "method": "ωB97M-V with the def2-TZVPD basis set",
  "lumo_energy_ev": 6.02,
  "homo_lumo_gap_ev": 5.769,
  "e_above_lowest_kcal_mol": 34.5,
  "smiles": "[O-]CCNCCC[S-]",
  "e_homo_ev": 0.249,
  "total_charge": -2,
  "max_force_ev_per_a": 4.9,
  "elements": ["O", "C", "C", "N", "C", "C", "C", "S", "H", "H", "H", "H", "H", "H", "H", "H", "H", "H", "H"],
  "xyz": [[2.387, -2.429, 1.732], [1.586, -1.390, 1.896], [1.076, -0.847, 0.526], [0.385, 0.434, 0.716], [-0.996, 0.405, 0.477], [-1.325, 0.225, -1.061], [-0.943, 1.489, -1.870], [-0.391, 1.096, -3.730], [0.681, -1.486, 2.651], [2.076, -0.549, 2.539], [2.022, -0.651, -0.083], [0.559, -1.723, 0.234], [0.873, 1.147, 0.125], [-1.593, 1.248, 0.800], [-1.371, -0.280, 1.081], [-0.784, -0.624, -1.423], [-2.436, -0.190, -1.189], [-1.773, 2.274, -2.032], [-0.037, 1.851, -1.388]]
}

---

4.
{
  "formula": "C5H11NOS",
  "method": "ωB97M-V with the def2-TZVPD basis set",
  "lumo_energy_ev": -2.01,
  "homo_lumo_gap_ev": 5.140,
  "e_above_lowest_kcal_mol": 158.0,
  "e_homo_ev": -7.148,
  "total_charge": 0,
  "max_force_ev_per_a": 1.5,
  "elements": ["O", "C", "C", "C", "C", "S", "C", "N", "H", "H", "H", "H", "H", "H", "H", "H", "H", "H", "H"],
  "xyz": [[1.063, 0.480, 2.418], [1.711, 0.138, 1.401], [1.216, 0.473, -0.074], [-0.075, 1.248, -0.015], [-0.525, 1.428, -1.383], [-0.687, 0.164, -2.515], [-1.695, -1.033, -1.558], [1.154, -0.877, 0.419], [2.800, 0.082, 1.495], [1.960, 0.684, -0.834], [0.095, 2.166, 0.534], [-0.783, 0.637, 0.556], [-0.635, 2.430, -1.782], [-1.210, -1.250, 2.656], [-2.310, -1.618, -2.235], [-2.345, -0.432, -0.930], [-1.062, -1.666, -0.954], [-0.553, -1.589, 2.770], [1.879, -1.466, 0.032]]
}

---

5.
{
  "formula": "C5H11NOS",
  "method": "ωB97M-V with the def2-TZVPD basis set",
  "lumo_energy_ev": 0.73,
  "homo_lumo_gap_ev": 9.658,
  "e_above_lowest_kcal_mol": 10.5,
  "smiles": "CCNC(=O)CCS",
  "e_homo_ev": -8.924,
  "total_charge": 0,
  "max_force_ev_per_a": 1.3,
  "elements": ["C", "C", "N", "C", "O", "C", "C", "S", "H", "H", "H", "H", "H", "H", "H", "H", "H", "H", "H"],
  "xyz": [[-0.766, 2.825, 0.435], [0.376, 1.851, 0.437], [0.114, 0.649, -0.354], [-0.407, -0.462, 0.220], [-0.695, -0.499, 1.401], [-0.563, -1.666, -0.694], [0.742, -2.465, -0.735], [1.226, -3.233, 0.824], [-0.712, 3.543, -0.391], [-1.744, 2.366, 0.372], [-0.757, 3.465, 1.319], [1.269, 2.297, 0.001], [0.676, 1.537, 1.426], [0.282, 0.764, -1.338], [-1.344, -2.295, -0.288], [-0.772, -1.313, -1.706], [1.544, -1.850, -1.123], [0.678, -3.285, -1.441], [0.853, -2.229, 1.634]]
}

---

6.
{
  "formula": "C5H11NP",
  "method": "ωB97M-V with the def2-TZVPD basis set",
  "lumo_energy_ev": -3.82,
  "homo_lumo_gap_ev": 9.133,
  "e_above_lowest_kcal_mol": 94.9,
  "e_homo_ev": -12.950,
  "total_charge": 1,
  "max_force_ev_per_a": 1.3,
  "elements": ["C", "C", "C", "C", "C", "N", "P", "H", "H", "H", "H", "H", "H", "H", "H", "H", "H", "H"],
  "xyz": [[0.561, 1.582, -1.508], [2.107, -0.440, 0.079], [1.443, -1.768, 0.231], [-1.489, -0.721, 1.294], [-0.289, 0.018, 0.895], [0.786, -0.556, 0.557], [-0.877, 2.075, -2.094], [1.353, 2.318, -1.657], [2.865, -0.125, 0.785], [2.206, -0.001, -0.909], [1.096, -2.287, -0.655], [1.716, -2.421, 1.049], [-1.624, -0.607, 2.374], [-2.376, -0.284, 0.835], [-1.425, -1.780, 1.058], [-0.289, 1.104, 0.936], [-1.849, 1.109, -1.899], [-1.602, 3.043, -2.788]]
}

---

7.
{
  "formula": "C5H11NP",
  "method": "ωB97M-V with the def2-TZVPD basis set",
  "lumo_energy_ev": -3.26,
  "homo_lumo_gap_ev": 12.117,
  "e_above_lowest_kcal_mol": 2.5,
  "e_homo_ev": -15.372,
  "total_charge": 1,
  "max_force_ev_per_a": 4.5,
  "elements": ["C", "C", "C", "C", "C", "N", "P", "H", "H", "H", "H", "H", "H", "H", "H", "H", "H", "H"],
  "xyz": [[-2.328, 0.335, -0.248], [0.192, -1.534, -0.879], [1.872, 0.850, -0.265], [-0.137, -0.266, 1.817], [-1.248, 1.199, -0.609], [-3.135, -0.473, -0.140], [0.259, 0.019, 0.067], [-0.771, -1.783, -0.565], [1.083, -2.250, -0.664], [0.471, -1.281, -1.950], [2.500, 0.374, 0.530], [1.851, 1.984, 0.021], [2.190, 0.781, -1.320], [-0.340, 0.605, 2.383], [0.810, -0.748, 2.189], [-0.957, -1.011, 1.689], [-1.332, 2.229, -0.448], [-0.981, 0.969, -1.609]]
}

---

8.
{
  "formula": "C5H11NP",
  "method": "ωB97M-V with the def2-TZVPD basis set",
  "lumo_energy_ev": -3.74,
  "homo_lumo_gap_ev": 8.915,
  "e_above_lowest_kcal_mol": 20.9,
  "smiles": "C=C/C=C/[C@@H]([NH3+])P",
  "e_homo_ev": -12.657,
  "total_charge": 1,
  "max_force_ev_per_a": 3.9,
  "elements": ["C", "C", "C", "C", "C", "N", "P", "H", "H", "H", "H", "H", "H", "H", "H", "H", "H", "H"],
  "xyz": [[3.352, -1.079, -0.095], [2.382, -0.294, 0.363], [0.979, -0.561, 0.156], [0.022, 0.306, 0.494], [-1.444, 0.050, 0.464], [-2.116, 1.069, -0.445], [-1.969, -1.702, 0.082], [4.389, -0.866, 0.095], [3.138, -1.957, -0.681], [2.617, 0.589, 0.941], [0.721, -1.521, -0.281], [0.310, 1.261, 0.917], [-1.796, 0.423, 1.670], [-3.141, 0.988, -0.402], [-1.837, 2.025, -0.178], [-1.811, 0.907, -1.416], [-3.307, -1.330, -0.164], [-1.623, -1.589, -1.277]]
}

---

9.
{
  "formula": "C5H11NS",
  "method": "ωB97M-V with the def2-TZVPD basis set",
  "lumo_energy_ev": [-0.16, -0.73],
  "homo_lumo_gap_ev": [7.750, 7.438],
  "e_above_lowest_kcal_mol": 165.2,
  "e_homo_ev": [-7.914, -8.172],
  "total_charge": 0,
  "max_force_ev_per_a": 4.8,
  "elements": ["C", "C", "C", "C", "C", "N", "S", "H", "H", "H", "H", "H", "H", "H", "H", "H", "H", "H"],
  "xyz": [[0.281, -1.643, -1.302], [1.520, 0.357, 1.696], [0.644, -0.455, -0.759], [1.027, 0.931, -1.345], [-1.938, 1.904, 0.592], [-0.042, -1.895, 1.479], [0.146, -0.436, 0.940], [-0.118, -2.401, -0.663], [0.373, -1.868, -2.325], [1.846, -0.110, 2.601], [1.291, 1.352, 1.540], [0.362, 1.675, -0.942], [2.013, 1.221, -0.821], [1.052, 0.888, -2.367], [-1.853, 1.830, 1.668], [-1.780, 2.917, 0.345], [-2.638, 1.258, 0.082], [0.275, -2.645, 0.919]]
}

---

10.
{
  "formula": "C5H11NS",
  "method": "ωB97M-V with the def2-TZVPD basis set",
  "lumo_energy_ev": 0.98,
  "homo_lumo_gap_ev": 9.641,
  "e_above_lowest_kcal_mol": 63.2,
  "smiles": "CC(C)[C@@H]1CN1S",
  "e_homo_ev": -8.661,
  "total_charge": 0,
  "max_force_ev_per_a": 4.7,
  "elements": ["C", "C", "C", "C", "C", "N", "S", "H", "H", "H", "H", "H", "H", "H", "H", "H", "H", "H"],
  "xyz": [[-0.234, 1.223, -1.156], [0.236, 0.446, 0.108], [0.231, 1.283, 1.394], [-0.770, -0.823, 0.351], [-0.396, -1.818, 1.360], [-0.097, -2.064, -0.027], [-0.806, -3.310, -0.897], [-0.901, 0.437, -1.792], [0.624, 1.281, -1.860], [-0.854, 2.109, -0.973], [1.064, -0.130, 0.021], [-0.684, 1.869, 1.330], [0.999, 2.029, 1.499], [0.216, 0.800, 2.299], [-1.765, -0.504, 0.259], [0.493, -1.753, 1.991], [-1.216, -2.374, 1.841], [0.199, -3.028, -1.837]]
}

---

11.
{
  "formula": "C5H11NS",
  "method": "ωB97M-V with the def2-TZVPD basis set",
  "lumo_energy_ev": 0.92,
  "homo_lumo_gap_ev": 9.429,
  "e_above_lowest_kcal_mol": 12.8,
  "smiles": "C=C(CN)SCC",
  "e_homo_ev": -8.514,
  "total_charge": 0,
  "max_force_ev_per_a": 1.9,
  "elements": ["C", "C", "C", "N", "S", "C", "C", "H", "H", "H", "H", "H", "H", "H", "H", "H", "H", "H"],
  "xyz": [[0.986, -1.496, 0.950], [0.496, -0.798, -0.082], [1.235, 0.356, -0.727], [2.734, 0.464, -0.498], [-1.058, -1.314, -0.827], [-2.043, 0.207, -0.669], [-2.027, 0.791, 0.765], [1.887, -1.232, 1.445], [0.427, -2.310, 1.349], [1.163, 0.236, -1.798], [0.835, 1.364, -0.475], [3.199, -0.370, -0.856], [2.989, 0.546, 0.478], [-3.033, -0.069, -0.982], [-1.672, 0.914, -1.413], [-1.045, 1.225, 1.010], [-2.827, 1.527, 0.891], [-2.246, -0.042, 1.440]]
}

---

12.
{
  "formula": "C5H11NS2",
  "method": "ωB97M-V with the def2-TZVPD basis set",
  "lumo_energy_ev": 5.72,
  "homo_lumo_gap_ev": 6.078,
  "e_above_lowest_kcal_mol": 2.0,
  "smiles": "[S-]CCCNCC[S-]",
  "e_homo_ev": -0.362,
  "total_charge": -2,
  "max_force_ev_per_a": 0.6,
  "elements": ["S", "C", "C", "C", "N", "C", "C", "S", "H", "H", "H", "H", "H", "H", "H", "H", "H", "H", "H"],
  "xyz": [[2.531, -2.242, -3.055], [1.757, -0.848, -2.137], [0.864, -1.285, -0.985], [0.505, -0.181, 0.022], [-0.809, 0.381, -0.220], [-1.296, 1.405, 0.694], [-1.828, 0.918, 2.033], [-2.009, 2.237, 3.308], [1.183, -0.238, -2.842], [2.571, -0.262, -1.704], [-0.089, -1.707, -1.344], [1.363, -2.109, -0.463], [1.248, 0.620, -0.046], [0.613, -0.593, 1.047], [-1.492, -0.354, -0.339], [-2.071, 1.966, 0.149], [-0.509, 2.141, 0.876], [-2.808, 0.450, 1.888], [-1.116, 0.167, 2.395]]
}

---

13.
{
  "formula": "C5H11NS2",
  "method": "ωB97M-V with the def2-TZVPD basis set",
  "lumo_energy_ev": 0.73,
  "homo_lumo_gap_ev": 9.549,
  "e_above_lowest_kcal_mol": 63.3,
  "smiles": "CS[C@H]1CNC[C@@H]1S",
  "e_homo_ev": -8.814,
  "total_charge": 0,
  "max_force_ev_per_a": 4.5,
  "elements": ["C", "S", "C", "C", "N", "C", "C", "S", "H", "H", "H", "H", "H", "H", "H", "H", "H", "H", "H"],
  "xyz": [[-0.542, 0.230, 2.957], [0.405, -0.994, 1.843], [0.332, -0.003, 0.241], [1.663, 0.054, -0.590], [1.174, 0.738, -1.833], [-0.301, 0.260, -2.174], [-0.622, -0.465, -0.823], [-2.388, -0.168, -0.604], [-0.133, -0.093, 4.064], [-0.072, 1.237, 2.771], [-1.738, 0.042, 2.820], [0.083, 0.935, 0.439], [2.322, 0.733, 0.144], [2.105, -0.973, -0.593], [1.998, 0.447, -2.582], [-0.220, -0.425, -3.028], [-1.117, 1.032, -2.528], [-0.368, -1.581, -0.904], [-2.580, -1.007, 0.381]]
}